Record 1
A molecular structure, C27H25AsN8O8S2W, computed with the ωB97M-V functional and the def2-TZVPD basis.

```
72
Properties=species:S:1:pos:R:3:forces:R:3
W -0.3922 0.0077 -0.3739 0.266 0.485 0.548
As 0.2812 0.4067 -3.8363 0.039 -0.026 -0.177
S 2.6236 -3.2092 -1.9429 -0.017 0.078 0.044
S -2.9059 0.7446 -1.2040 -0.047 -0.255 0.015
O -2.0829 -0.4896 -1.6373 -0.006 -0.150 0.081
O -1.7254 1.6269 -0.7914 0.181 0.366 -0.122
O 0.4172 0.4492 -2.1024 -0.409 0.021 0.690
O 4.9700 3.7766 2.2767 0.048 0.020 0.025
O 4.4295 -1.6156 4.7200 -0.007 0.046 -0.057
O -0.4561 -1.2119 -3.9231 0.092 0.017 0.064
O -3.5318 1.3755 -2.5075 -0.027 0.055 0.139
O -1.2017 1.4237 -3.9189 -0.086 -0.064 -0.152
N -2.1105 1.4187 3.6770 0.005 -0.145 0.020
N 0.7956 -0.8206 1.3817 -0.167 -0.114 -0.220
N -0.9195 1.2951 1.7828 -0.126 -0.530 -0.345
N 1.2444 1.3803 0.1412 0.096 -0.014 -0.151
N -2.0949 -1.0023 1.0184 -0.025 -0.119 -0.296
N -4.0569 -2.2583 2.5629 0.043 -0.024 -0.114
N -1.2881 2.4688 3.5532 -0.017 0.063 -0.076
N 0.7032 -1.8206 -1.0585 -0.099 0.005 0.046
C 0.1980 -3.0732 -1.2991 -0.012 -0.071 -0.028
C 3.2996 -2.4187 4.4893 0.014 -0.016 0.043
C 2.2762 3.4971 -0.2067 0.069 -0.006 0.081
C 0.5489 -2.0243 1.9279 -0.086 0.041 -0.082
C -3.4950 0.8794 -3.8221 0.077 -0.051 -0.148
C -3.6982 -2.7220 1.3662 -0.098 -0.026 0.120
C -2.3335 0.5668 -5.8800 -0.003 0.016 0.015
C -2.4892 -0.5136 2.2007 0.087 -0.105 -0.140
C -2.3165 0.9470 -4.5436 0.034 0.092 -0.014
C 4.2638 4.2375 1.1513 0.015 0.034 -0.007
C -3.4657 -1.1485 2.9654 -0.023 0.059 0.085
C 1.3277 -2.5783 2.9127 0.133 0.049 0.076
C 3.1967 3.2393 0.8089 -0.018 0.071 -0.071
C -1.8549 0.7294 2.5917 0.132 0.281 0.153
C 2.4415 -1.8766 3.3750 -0.105 -0.126 0.010
C 3.0961 2.0381 1.4909 -0.002 -0.124 0.083
C 1.3225 2.5536 -0.5099 -0.057 -0.062 -0.031
C -4.6794 0.0479 -5.7164 0.009 -0.011 -0.053
C 1.1018 -3.9626 -1.7734 0.007 0.019 -0.012
C -0.5849 2.3975 2.4200 0.091 0.131 -0.052
C 1.8844 -0.1494 1.8039 -0.067 -0.296 0.213
C 2.1089 1.1305 1.1363 0.022 0.353 -0.136
C -2.7365 -2.1010 0.5937 0.086 0.051 -0.043
C -3.5076 0.1130 -6.4594 -0.026 0.001 0.024
C -4.6764 0.4433 -4.3889 0.021 0.008 0.110
C 1.9788 -1.7594 -1.3656 -0.033 -0.104 -0.008
C 2.7144 -0.6518 2.7950 0.031 0.151 -0.072
H 5.6923 4.3817 2.4795 -0.054 -0.040 -0.019
H -0.4334 -1.5752 -4.8166 -0.005 -0.003 -0.042
H 2.5527 -0.8493 -1.2845 0.029 -0.010 -0.011
H -5.5768 0.4338 -3.7893 -0.014 -0.001 -0.021
H 2.6907 -2.4269 5.3994 0.002 -0.020 -0.003
H -0.3067 -2.5608 1.5464 0.012 0.002 0.007
H 0.9428 -4.9923 -2.0463 -0.002 0.000 -0.002
H 3.5826 -0.1025 3.1288 -0.009 0.011 -0.014
H 0.1269 3.1421 2.1010 -0.002 -0.002 0.000
H 5.2300 -2.0737 4.4489 0.000 -0.029 0.044
H -5.5977 -0.2911 -6.1742 -0.003 -0.001 0.003
H 3.7912 5.2091 1.3360 -0.003 -0.003 -0.008
H 2.2977 4.4263 -0.7607 -0.003 0.003 -0.003
H 4.9168 4.3514 0.2777 -0.005 0.004 0.004
H 3.7878 1.8335 2.2941 -0.009 -0.015 -0.001
H 3.5590 -3.4590 4.2770 0.007 0.006 -0.022
H -4.1959 -3.6145 1.0093 0.003 0.000 -0.006
H -3.5091 -0.1723 -7.5026 -0.018 -0.006 0.002
H -3.7654 -0.7283 3.9178 0.025 0.012 -0.002
H 1.0658 -3.5494 3.3119 0.005 -0.003 0.009
H -0.8457 -3.2807 -1.1395 0.002 0.023 -0.011
H 0.5871 2.7134 -1.2856 0.007 0.001 -0.001
H -1.4289 0.6605 -6.4701 0.003 0.004 0.015
H -1.2822 3.1922 4.2573 -0.005 -0.001 -0.013
H -2.5019 -2.4547 -0.3975 0.004 -0.006 0.015
```
Forces are in eV/Å.

Summary:
HOMO energy (spin up / spin down), eV: -12.94 / -12.99
Energy relative to the best compared isomer or geometry (same formula, charge and spin), kcal/mol: 6.5
LUMO (spin up / spin down), eV: -6.1302 / -6.3196
Largest force on an atom, Eh/bohr: 0.0156
Kohn-Sham gap (spin up / spin down), eV: 6.81 / 6.67
Net charge: +2

In elementary charge units, the Löwdin charges are: 1.693 1.226 1.125 0.901 -0.542 -0.528 -0.718 -0.040 -0.031 -0.336 -0.219 -0.290 0.170 -0.029 0.064 -0.050 -0.013 0.134 0.072 -0.181 -0.216 -0.191 0.032 -0.095 -0.223 -0.059 -0.022 -0.178 -0.321 -0.196 -0.024 0.033 -0.147 -0.297 -0.137 0.076 -0.083 -0.058 -0.336 -0.087 -0.180 -0.201 -0.109 -0.056 0.011 -0.464 0.082 0.113 0.045 0.092 0.130 0.146 0.103 0.088 0.127 0.145 0.110 0.115 0.142 0.138 0.146 0.124 0.143 0.128 0.115 0.135 0.137 0.103 0.117 0.121 0.180 0.093


Record 2
A molecular structure, C25H73BF4N17O13Zn in a non-equilibrium geometry, computed with the ωB97M-V functional and the def2-TZVPD basis.

```
134
Properties=species:S:1:pos:R:3:forces:R:3
Zn -3.8707 4.2520 -1.2231 -0.066 0.774 -0.951
F 1.3091 3.4676 -0.9099 1.229 1.488 -0.322
F 0.3176 1.9912 0.3743 -0.867 -0.604 1.786
F -0.5820 2.6341 -1.5578 -4.951 1.039 -2.369
F 1.1665 1.2809 -1.5674 0.326 -0.478 -0.627
O -5.3044 0.6653 0.7877 -0.453 0.215 0.359
O -5.7551 5.8746 -2.3060 -0.277 -2.325 0.943
O -2.4316 -4.6903 4.9689 0.742 0.600 0.250
O -2.7623 5.8220 -6.5960 -1.059 -0.172 -1.157
O -5.6261 1.7397 -4.5784 -0.671 -0.120 -0.905
O 5.8562 -2.3117 0.8701 0.193 -0.148 1.191
O -5.4176 -6.5129 6.9522 0.436 1.122 -1.210
O 3.6865 3.5844 6.7983 -0.756 -2.582 -0.940
O -3.2198 5.6282 2.5256 -0.402 0.620 -1.685
O 7.1288 -5.4361 -1.5156 0.067 -0.629 -1.403
O 4.9699 -0.9501 -5.9633 0.493 -1.568 0.343
O 1.1873 -4.3576 -2.7427 -1.182 0.591 -0.158
O 8.1768 -0.8536 -2.0130 -1.093 2.495 -0.463
N -3.2515 6.4636 4.5362 -2.799 5.928 5.869
N -6.4000 -0.9382 2.0440 -1.392 0.230 1.106
N 3.9094 5.3902 7.8605 1.645 4.731 6.257
N -6.2458 0.7798 -6.6056 1.283 0.919 -1.938
N -3.6807 6.3243 -3.7874 0.538 1.172 1.160
N -0.5753 -5.4860 -1.9455 -1.017 -4.999 3.274
N 5.1886 0.1826 -7.8760 1.961 -1.058 -4.017
N 4.8974 -1.0982 2.5204 -3.181 1.476 -0.480
N -7.4654 0.4010 -4.9184 -1.611 0.207 2.392
N -3.8828 -4.3338 7.3732 -0.848 0.818 0.673
N 8.6742 -3.7242 -3.1277 2.554 -0.158 0.456
N 3.2954 5.5757 5.7982 -0.525 2.788 -2.319
N 4.2968 1.1105 -6.1262 -2.487 3.540 3.050
N 6.7363 -1.9822 2.9444 5.266 -2.079 2.949
N -4.8543 -1.4992 0.6501 2.858 -2.876 -2.287
N -1.0181 -3.7611 -2.8808 -4.449 6.576 -3.914
N -2.0507 4.7663 4.1509 3.974 -3.328 1.523
C -5.8597 -7.8193 6.7822 -0.056 -0.580 0.178
C 9.2312 -5.1172 -2.9381 -1.551 0.578 1.817
C -5.2823 -4.2870 7.9706 0.657 -0.762 -2.516
C -3.4608 -3.1293 6.6356 -0.476 0.245 -0.637
C -4.1495 7.5695 -3.0451 -1.201 -1.753 0.430
C -0.0227 -4.4643 -2.5344 5.603 -2.637 0.068
C -2.3756 -3.3248 5.5652 1.854 -2.341 0.265
C -5.7177 -5.7948 8.1063 0.555 0.887 1.146
C 8.5920 -5.6762 -1.6178 -2.635 -0.281 -0.139
C -7.1129 5.3410 -2.1425 -0.661 0.935 0.176
C -5.6126 7.2749 -2.5067 0.113 0.061 -0.967
C -6.3833 1.1162 -5.3256 0.446 -0.945 1.367
C -1.1406 -5.1475 4.4985 0.770 1.545 0.485
C 5.8497 -1.8536 2.0167 -1.324 -0.317 -3.128
C -2.3476 6.5412 -4.3403 0.798 -1.074 0.136
C 9.4168 -1.2894 -2.4010 0.318 -1.336 -0.333
C -5.5144 -0.4946 1.1382 -0.194 2.281 0.380
C 9.5212 -2.8218 -2.2372 -0.481 -0.028 0.141
C -2.7432 4.8732 -7.6656 -1.469 -0.905 -0.070
C 8.0371 0.5764 -2.3222 -0.842 -0.577 1.321
C -2.0248 5.5026 -5.4478 0.897 1.163 -0.758
C 4.8845 0.0641 -6.6087 -0.230 -1.275 -0.018
C 3.6160 4.7873 6.8059 -0.347 -4.683 -3.022
C -2.8110 5.6908 3.6875 -0.659 -3.671 -6.376
C 6.4176 -6.1913 -0.4870 1.494 1.655 -0.486
B 0.5265 2.3376 -0.9341 3.563 -1.027 1.524
H -7.0704 0.3478 -6.9975 1.032 0.067 -0.750
H -1.9354 4.8176 -8.3954 0.463 0.967 0.371
H 9.3052 -3.0934 -1.2039 -0.337 0.197 0.043
H -5.9020 7.8270 -1.6126 0.341 0.122 0.078
H 9.1072 -5.8443 -3.7406 -0.760 0.538 -0.278
H -7.7765 0.5481 -3.9688 -0.086 -0.013 -0.213
H 8.9140 -5.1941 -0.6948 0.992 -0.334 -0.110
H -0.1323 -6.3854 -1.8227 0.100 0.514 0.291
H -6.8756 -7.9265 7.1622 -0.082 -0.379 0.058
H -5.1747 -3.6199 8.8259 -0.861 -0.708 0.708
H -7.8114 5.7245 -2.8863 0.428 0.390 -0.397
H 5.0505 0.9787 -8.4821 -0.188 -0.212 0.528
H -4.1010 8.4599 -3.6719 -0.368 -0.047 -0.209
H -6.3555 7.4927 -3.2740 0.051 0.369 -0.229
H -3.1413 -2.3183 7.2900 0.368 0.100 0.214
H -5.3946 1.0032 -7.1011 -0.525 -0.053 -0.232
H -7.5747 5.6156 -1.1941 0.441 0.228 0.279
H 3.6721 0.8206 -5.3874 0.221 0.795 0.386
H -2.3958 7.5781 -4.6730 0.727 -0.007 -0.808
H -2.1685 4.4431 -5.2358 -0.041 0.038 0.793
H -4.9322 -2.4359 1.0197 0.158 0.313 -0.124
H -3.5132 7.7973 -2.1899 0.329 -0.478 -0.090
H -0.7345 -4.3556 3.8691 -0.189 -0.512 -1.179
H 4.2824 2.0659 -6.4536 -0.001 -0.552 -0.168
H -8.1655 0.0867 -5.5751 0.156 0.062 0.393
H -1.5338 -5.3514 -1.6571 0.461 -0.865 0.210
H -1.9254 -4.2005 -2.9436 0.413 0.216 -0.110
H -0.9761 -6.1812 4.1944 -1.622 0.086 -1.005
H -4.2909 -2.6599 6.1076 -0.556 -0.455 0.045
H 8.9310 -3.4617 -4.0685 -0.442 0.219 -0.486
H 6.4766 -5.4486 0.3086 -0.304 -0.555 0.870
H 8.5862 -6.7661 -1.6332 1.099 -0.102 0.430
H 7.1939 0.9567 -1.7456 -0.592 -0.553 -0.406
H 5.3646 -6.3530 -0.7177 0.247 0.121 -0.547
H 5.1003 -0.5392 3.3368 -0.856 0.063 -0.493
H 10.1542 -0.7649 -1.7932 0.602 -0.360 0.259
H 3.9750 4.8873 8.7339 0.253 0.202 -0.387
H -0.2789 -5.1987 5.1640 -0.415 0.631 1.813
H -0.8587 -3.1685 -3.6830 0.052 0.554 0.352
H -4.1439 6.2401 -4.6810 -1.451 -0.378 0.126
H 3.7527 6.4643 5.9443 -0.507 0.269 -0.886
H -6.6838 -0.3051 2.7780 -0.120 -0.326 -0.160
H -2.2470 -2.5064 4.8569 -1.189 -0.032 -0.715
H 6.5901 -1.6409 3.8837 -0.085 -0.277 -0.367
H 7.3788 -2.7590 2.8821 0.133 0.352 -0.137
H -5.9962 -3.8083 7.3002 0.147 0.105 -0.312
H -3.4541 -4.2989 8.2871 1.401 -0.275 -0.364
H 4.0974 -1.0395 1.9067 -0.123 0.883 0.503
H -6.7792 -5.8253 8.3521 -0.218 -0.188 0.104
H -0.9969 5.6697 -5.7696 0.517 -0.283 0.692
H -4.0040 -1.2913 0.1463 -0.249 -0.080 -0.114
H -4.1361 6.9308 4.3973 0.462 0.157 0.185
H -2.7647 6.4362 5.4207 -0.870 0.648 0.161
H 10.3102 -5.1018 -2.7838 0.255 0.136 0.227
H -1.3624 -3.2459 5.9592 0.092 -0.359 0.959
H 3.1273 5.3188 4.8360 0.369 -0.521 0.468
H 10.5744 -3.0812 -2.3447 0.331 -0.009 -0.304
H -7.2355 4.2608 -2.2226 1.167 -0.084 -0.111
H -1.5564 6.4734 -3.5937 -0.108 0.005 0.207
H 5.4243 -0.6953 -8.3161 0.270 0.334 -0.107
H -2.8844 3.8287 -7.3879 0.458 -0.196 1.115
H -5.8095 -8.1415 5.7422 -0.405 0.850 -0.399
H 4.0087 6.3947 7.8233 -0.137 -0.219 0.815
H -5.1735 -8.5689 7.1765 0.003 0.049 1.056
H -5.1285 -6.1742 8.9412 -0.122 -0.420 0.350
H -6.2929 -1.9270 2.2200 -0.535 0.457 0.740
H -1.4738 4.2534 3.4995 -0.062 -0.046 0.212
H 9.6535 -1.0086 -3.4273 -0.088 -0.012 -0.493
H 7.9040 0.8048 -3.3797 0.086 -0.375 -0.064
H -3.6906 4.9610 -8.1974 0.144 0.849 -0.309
H 8.7853 1.2357 -1.8824 1.042 -0.529 -0.220
H 6.9291 -7.1259 -0.2572 -0.018 -0.036 0.132
H -1.7532 4.8264 5.1142 0.278 -0.416 -0.312
```
Forces are in eV/Å.

Summary:
HOMO energy, eV: -9.47
LUMO, eV: -8.5051
Largest force on an atom, Eh/bohr: 0.1721
Kohn-Sham gap, eV: 0.97
Net charge: +1

Atom charges from the Löwdin analysis, given in e for atoms 1 to 99: 1.295 0.113 0.118 0.172 0.118 -0.009 -0.320 -0.191 -0.195 0.000 0.036 -0.186 0.040 -0.022 -0.200 0.056 0.048 -0.149 0.196 0.154 0.165 0.148 -0.019 0.131 0.154 0.148 0.126 -0.051 0.018 0.164 0.153 0.146 0.158 0.144 0.186 -0.117 -0.167 -0.159 -0.205 -0.126 -0.783 -0.180 -0.225 -0.154 -0.054 -0.174 -0.698 -0.126 -0.768 -0.181 -0.272 -0.749 -0.160 -0.096 -0.069 -0.194 -0.816 -0.841 -0.848 -0.059 -1.490 0.106 0.092 0.112 0.130 0.114 0.106 0.114 0.122 0.086 0.110 0.094 0.106 0.123 0.126 0.110 0.119 0.094 0.124 0.125 0.130 0.113 0.118 0.079 0.109 0.099 0.101 0.110 0.083 0.102 0.103 0.084 0.109 0.087 0.089 0.109 0.120 0.138 0.068


Record 3
2 unconnected molecules or ions with the total composition C6H10N2 in a non-equilibrium geometry, computed with the ωB97M-V functional and the def2-TZVPD basis.

```
18
Properties=species:S:1:pos:R:3:forces:R:3
N 2.1632 0.2454 -0.5513 -0.031 0.471 0.196
N 0.0149 -1.9525 0.0219 -1.117 0.964 -0.492
C 1.0028 0.7236 0.0817 1.462 1.787 1.056
C 2.5537 -0.9441 -0.4871 -1.810 -1.878 -0.237
C 0.9062 0.8409 1.4278 -0.340 -0.462 -0.970
C -0.6894 -0.9211 -0.1180 -0.630 -3.297 0.241
C -2.1551 1.1182 -0.5242 0.017 0.073 0.185
C -1.8173 -0.3405 -0.4593 0.308 1.111 -0.221
H -2.5525 -1.0049 -0.8989 0.164 -0.243 0.078
H 0.1985 1.5065 1.8908 -0.236 0.052 -0.033
H 1.7364 -1.7471 -0.1904 2.328 1.206 -0.233
H -1.5698 1.7111 0.1748 0.003 0.012 0.003
H -0.0619 -2.4613 0.8966 -0.112 0.293 0.256
H 3.4817 -1.2027 -0.9886 0.164 -0.052 0.196
H 0.5005 1.4467 -0.5481 -0.400 -0.165 -0.066
H 1.4860 0.2053 2.0789 0.279 0.060 0.057
H -1.9923 1.5109 -1.5308 -0.036 0.039 0.008
H -3.2056 1.2655 -0.2758 -0.015 0.029 -0.025
```
Forces are in eV/Å.

Summary:
HOMO energy, eV: -8.25
Energy relative to the best compared isomer or geometry (same formula, charge and spin), kcal/mol: 103.0
LUMO, eV: 0.5388
Largest force on an atom, Eh/bohr: 0.0654
SMILES: C=CN=C.CC=C=N
Kohn-Sham gap, eV: 8.78
Net charge: 0

In elementary charge units, the Löwdin charges are: -0.006 0.074 -0.311 -0.052 0.019 -0.207 -0.116 -0.146 0.111 0.050 0.068 0.053 0.090 0.063 0.100 0.062 0.078 0.070